[1]
A structure of composition C13H24Cl2NO4P2Pb at a distorted geometry, computed with wB97M-V/def2-TZVPD.

Calculated values
M ... 598.4 g/mol
Energy relative to the best compared isomer or geometry (same formula, charge and spin) ... 0.0 kcal per mole
Charge ... +3
Highest occupied orbital energy (spin up / spin down) ... -18.5 / -18.5 eV

Cartesian coordinates (Å):
O: 0.1695 0.6157 3.1376
H: -3.4609 0.1146 1.5034
H: 3.0748 -2.9250 1.2837
O: 1.7210 3.2872 -1.9580
H: -0.0892 -3.2451 -4.2623
C: -2.3411 -0.5613 -1.1553
P: -2.0099 0.9633 -0.1934
H: -3.0805 -0.3204 -1.9428
C: -2.3186 2.1623 -1.5215
C: 1.2199 -1.4083 -1.6853
C: -3.5092 0.9691 0.8151
H: 3.2116 -1.9805 -1.0159
H: -4.3745 0.8431 0.1530
H: -2.8034 -1.2839 -0.4645
N: 0.0995 -0.8295 -1.2175
C: -0.0344 -2.5766 -3.3913
H: 1.2905 -2.8805 1.0713
C: 2.1528 -2.3642 1.5209
H: -3.5951 1.9186 1.3587
H: -0.4589 -0.4787 5.3560
H: 2.1132 -2.7224 -3.1556
Pb: 0.4511 1.3656 1.0009
P: 2.3214 -0.6940 0.7966
H: -1.6099 1.9803 -2.3397
C: 2.5322 -1.1118 -0.9783
H: 1.4307 4.1436 -1.6004
H: 4.6669 -1.1126 0.9854
H: -3.3302 1.9322 -1.8804
C: -1.1954 -2.0265 -2.8597
C: -0.9122 -0.9893 4.5089
H: 3.0351 -0.2440 -1.4457
Cl: -0.3184 -2.6656 4.5493
H: 2.0450 -2.2891 2.6194
H: 2.4643 3.4793 -2.5685
H: -1.0387 5.7256 -0.4820
C: -1.0877 -1.1501 -1.7611
C: 4.0282 -0.2560 1.2002
H: 4.1036 -0.0227 2.2698
Cl: -2.6681 -0.8844 4.7910
O: -1.0786 -0.9473 2.0931
H: -2.1818 -2.2670 -3.2562
H: -0.6123 4.8034 0.6781
H: 4.3459 0.5877 0.5817
C: -0.6121 -0.4189 3.1147
H: -2.2503 3.2045 -1.1733
O: -0.6928 4.8447 -0.2887
C: 1.1868 -2.2849 -2.7915

Forces on atoms 1 to 6 (eV/Å):
O -0.0194 0.3220 -1.2452
H -0.0841 0.3065 0.0240
H -0.1189 0.5615 -0.0733
O 0.2676 0.0601 0.1448
H 0.0729 0.3133 0.4747
C 1.2197 -1.2645 0.1960

---

[2]
A structure of composition C5H8O2S at a distorted geometry, computed with wB97M-V/def2-TZVPD.

Calculated values
M ... 132.2 g/mol
Energy relative to the best compared isomer or geometry (same formula, charge and spin) ... 83.5 kcal per mole
Highest occupied orbital energy (spin up / spin down) ... -9.6 / -9.6 eV

Cartesian coordinates (Å):
H: 0.3549 -1.8518 -0.2457
S: -2.7061 0.0204 0.3452
H: -1.9594 -2.3468 0.0285
C: 0.7912 0.7830 -1.1412
C: 0.1835 0.2912 0.1103
H: 1.0624 1.9133 -0.8989
H: 1.7705 1.3211 1.1668
H: 0.2034 0.8982 -2.0394
H: 2.2241 -0.3307 0.9184
C: 1.4174 0.3613 1.1806
O: -3.2857 0.3627 -0.9444
H: 0.9807 -0.1103 2.0725
O: -0.8340 1.0525 0.5687
H: 1.6615 0.1730 -1.1994
C: -1.5933 -1.4071 0.1032
C: -0.2714 -1.1301 -0.0252

Forces on atoms 1 to 6 (eV/Å):
H 3.2667 -3.5576 -0.9984
S 3.6338 0.7083 -0.1967
H -1.4498 -2.7071 -0.3125
C 0.6713 3.5697 0.0354
C 1.1386 -1.0635 1.2646
H -0.0400 -2.2745 -0.5382

---

no.,calculated total energy (eV)
1,-72391.11208
2,-20241.30926